# 1
13
Properties=species:S:1:pos:R:3:forces:R:3:lowdin_spin:R:1 method="wB97M-V/def2-TZVPD" molar_mass_g_mol=79.17 e_above_lowest_kcal_mol=36.1 lumo_ev="3.85 / 3.81" spin_multiplicity=2 charge=-1
S -1.8359 0.3565 0.5609 -2.84 1.31 0.85 0.106
H -2.9967 0.2986 -0.2079 1.42 -0.68 0.03 0.018
C 1.0541 -1.2238 -1.1912 -0.13 0.09 -0.64 0.066
C 1.5946 0.0983 -0.6177 -3.26 0.51 -1.22 0.236
N 1.0533 0.4190 0.7053 -0.23 -1.98 0.86 0.106
H 1.5781 -1.4007 -2.2227 -0.29 -0.35 2.14 0.017
H 0.0058 -1.1467 -1.5182 0.15 0.12 0.56 0.001
H 1.0903 -1.9900 -0.3385 0.37 0.54 -1.78 0.025
H 1.3317 0.9817 -1.2486 -0.04 -0.83 0.11 0.033
H 2.6134 0.0738 -0.6649 2.91 -0.06 0.43 0.087
H 1.5571 -0.1366 1.4268 -0.16 0.09 -0.27 0.145
H 1.3357 1.3600 0.9202 -0.08 1.18 0.36 0.143
H -0.4057 0.0748 0.7952 2.19 0.07 -1.42 0.019

=====

# 2
13
Properties=species:S:1:pos:R:3:forces:R:3:lowdin_spin:R:1 method="wB97M-V/def2-TZVPD" molar_mass_g_mol=79.17 e_above_lowest_kcal_mol=41.8 lumo_ev="3.49 / 3.76" spin_multiplicity=2 charge=-1
N 2.0404 2.0225 2.6377 -0.10 -0.36 -1.49 0.185
H 2.5362 1.3952 2.0010 0.02 0.31 -0.15 0.073
H -4.2365 1.3671 -2.2369 -0.19 0.76 -0.02 0.003
H 1.6110 1.3779 3.2806 0.08 0.32 0.91 0.059
H 2.6866 2.7277 2.9596 -0.01 -0.23 0.73 0.034
C -0.9453 0.2319 -0.4257 0.04 -0.75 0.87 0.029
C 0.3973 -0.3341 -0.0449 -1.17 0.31 1.59 0.101
S -0.5029 -1.3252 -1.2787 0.76 0.97 -1.24 0.384
H -4.0775 0.6627 -2.2167 0.20 -0.75 0.02 0.006
H -1.8621 -0.0319 0.0834 0.23 0.37 0.73 0.005
H -0.8642 1.2911 -0.6502 -0.25 -0.28 -1.25 0.010
H 0.4680 -0.8491 0.9090 0.10 -0.04 0.05 0.059
H 1.1903 0.4157 -0.1616 0.28 -0.64 -0.75 0.053

=====

# 3
13
Properties=species:S:1:pos:R:3:forces:R:3:nbo_charge:R:1 method="wB97M-V/def2-TZVPD" molar_mass_g_mol=79.17 e_above_lowest_kcal_mol=27.6 lumo_ev=0.94 spin_multiplicity=1 smiles=CNC.S
C 0.6273 1.0942 -1.0010 -1.21 0.09 -1.23 -0.425
N -0.5743 0.5734 -0.2872 1.69 -0.26 1.16 -0.625
C -0.3839 0.4078 1.2053 -0.19 -0.50 0.10 -0.445
H 1.1297 1.9264 -0.5184 -0.22 0.60 0.28 0.166
H 0.2516 1.4618 -2.0728 1.19 -1.11 2.21 0.200
H 1.3903 0.3197 -0.9908 -0.12 -0.26 -0.72 0.204
H -1.1935 1.3337 -0.3241 -1.45 0.94 -0.30 0.340
H -0.2238 1.4241 1.7244 -0.46 -1.51 -0.52 0.179
H -1.3127 -0.1851 1.5858 1.57 1.41 -0.38 0.204
H 0.5090 -0.2359 1.4637 -0.89 0.68 -0.59 0.203
S 0.1997 -2.6138 -0.7455 0.61 -0.28 -0.25 -0.306
H -0.9744 -2.1096 -0.3487 0.13 -0.21 0.47 0.163
H 0.5550 -3.3965 0.3093 -0.65 0.42 -0.23 0.144

=====

# 4
13
Properties=species:S:1:pos:R:3:forces:R:3:nbo_charge:R:1 method="wB97M-V/def2-TZVPD" molar_mass_g_mol=79.17 e_above_lowest_kcal_mol=3.2 lumo_ev=1.03 spin_multiplicity=1 smiles=CSC.N
C -0.9396 0.9746 -0.5779 -0.31 -1.00 -0.76 -0.738
S -0.5203 -0.7665 -0.1835 -0.02 0.15 0.19 0.138
C -0.9076 -0.7801 1.5973 -0.09 0.56 -0.35 -0.735
H -1.5226 0.9616 -1.5050 0.05 -0.01 0.16 0.220
H -0.0279 1.5206 -0.7743 0.10 0.34 0.41 0.250
H -1.5879 1.3421 0.2036 0.12 0.39 0.21 0.215
H -0.3454 -1.5761 2.0840 -0.29 -0.07 -0.07 0.229
H -0.6010 0.1726 2.0301 0.15 -0.07 0.03 0.213
H -1.9910 -0.8536 1.7202 0.21 -0.33 0.20 0.213
N 2.4090 1.0339 -0.7081 -0.09 -0.19 -0.50 -1.093
H 2.0148 0.1743 -0.3423 -0.07 0.15 0.38 0.371
H 2.9916 1.4966 -0.0239 0.07 -0.23 0.03 0.360
H 2.9793 0.7276 -1.4889 0.16 0.31 0.06 0.357